Record 1
C24H14BCl3F4N4O5Pt as an isolated structure at a distorted geometry. Source: the Open Molecules 2025 dataset; level of theory: ωB97M-V/def2-TZVPD.

```
56
Properties=species:S:1:pos:R:3:forces:R:3:nbo_charge:R:1
Pt 0.689253 0.803093 0.400971 -2.00 1.89 1.55 1.54
O -0.104553 -3.621292 -2.007811 -0.01 -0.08 -0.06 -0.67
C -0.631882 -4.218683 -0.924542 0.00 0.04 0.04 0.36
C -1.116489 -5.515465 -1.084049 -0.04 -0.08 -0.01 -0.28
C -1.698791 -6.171408 -0.021385 -0.04 -0.07 0.04 -0.15
C -1.812929 -5.558035 1.228634 0.02 -0.03 -0.06 -0.27
C -1.320038 -4.284263 1.396773 0.13 0.09 -0.06 -0.14
C -0.713983 -3.594939 0.333520 -0.06 -0.06 0.15 -0.20
C -0.185629 -2.234626 0.506451 0.20 0.44 1.91 0.61
O 0.330572 -1.604551 -0.423904 0.17 -0.07 -1.13 -0.72
N -0.288700 -1.684656 1.782490 -1.23 -1.59 -1.77 -0.37
N -0.021853 -0.419566 1.896076 1.86 0.47 1.50 -0.17
C 0.073293 0.047299 3.148945 -0.26 -0.51 -1.62 0.11
C -0.024381 1.389576 3.502845 -0.34 1.65 0.18 -0.21
C 0.229624 1.797388 4.841455 -0.04 -0.46 -0.69 -0.14
C 0.028107 3.084458 5.215632 -0.36 1.03 -0.28 -0.22
C -0.485629 4.037118 4.276299 0.39 -0.43 1.26 -0.14
C -0.755996 3.689918 2.997615 0.20 -0.61 -1.02 -0.27
C -0.483539 2.365049 2.545527 0.71 0.12 2.56 0.46
O -0.712286 2.055917 1.330082 0.13 -1.07 -2.76 -0.56
H 0.143780 -2.715264 -1.740627 0.09 0.13 0.07 0.51
H -1.031089 -5.977010 -2.060095 -0.01 0.02 0.05 0.23
H -2.077441 -7.177455 -0.163660 0.01 0.05 0.01 0.21
H -2.285993 -6.075756 2.052462 0.03 0.01 -0.02 0.22
H -1.383870 -3.789150 2.356321 -0.03 0.02 -0.05 0.23
H 0.153445 -0.705593 3.920846 -0.07 -0.12 -0.11 0.23
H 0.603296 1.065139 5.547227 -0.01 0.01 -0.02 0.22
H 0.252295 3.397515 6.226743 -0.02 0.04 -0.05 0.22
H -0.637699 5.061331 4.594260 -0.03 -0.06 0.02 0.22
H -1.125433 4.397495 2.265834 0.05 -0.02 0.06 0.23
Cl 3.774918 -1.197401 -3.367262 -0.04 0.05 -0.15 0.10
C 4.119714 -1.636711 -1.698452 -0.25 0.23 0.30 -0.24
Cl 5.812116 -1.368260 -1.312384 0.13 0.04 0.04 0.11
Cl 3.654620 -3.303004 -1.384449 -0.07 -0.15 0.03 0.11
C 3.298046 -0.769270 -0.826053 0.50 -0.19 -0.22 0.38
N 2.671811 -0.097423 -0.149869 -0.41 -0.44 -0.35 -0.35
F 1.809450 3.114925 0.772495 0.59 0.24 0.48 -0.58
B 2.755246 2.741036 1.780666 -0.09 0.68 -0.18 1.36
F 4.043183 2.735397 1.278223 -0.39 -0.12 0.20 -0.55
F 2.600943 3.526808 2.917466 0.09 -0.44 -0.42 -0.55
F 2.352649 1.358929 2.103994 -0.35 -0.29 -0.53 -0.56
O 1.233356 1.914624 -1.537571 -0.46 -0.02 -0.06 -0.59
C 0.091361 1.642383 -1.966087 0.59 0.52 -0.37 0.64
N -0.690273 0.920895 -1.167698 0.73 -0.36 0.90 -0.56
C -1.909794 0.615489 -1.782283 -0.60 -0.64 0.05 0.67
O -2.788792 -0.078256 -1.355436 0.23 0.27 -0.08 -0.50
C -1.849392 1.322598 -3.128060 0.16 -0.04 0.34 -0.12
C -2.783848 1.396777 -4.133668 -0.15 -0.04 -0.03 -0.16
C -2.451131 2.145907 -5.263981 0.05 0.00 0.04 -0.19
C -1.223476 2.794573 -5.365249 0.00 -0.03 0.06 -0.19
C -0.279820 2.708240 -4.340537 0.04 0.04 -0.09 -0.18
C -0.621488 1.958736 -3.237226 0.27 -0.04 0.29 -0.07
H -3.739471 0.893663 -4.044841 0.06 0.04 -0.01 0.24
H -3.162594 2.228181 -6.076689 0.03 0.00 0.04 0.22
H -0.999943 3.376106 -6.251375 -0.01 -0.03 0.04 0.22
H 0.677147 3.211475 -4.404607 -0.05 -0.03 -0.01 0.24
```
Positions in Å, forces in eV/Å.

relative energy (zero: lowest compared OMol25 entry of this formula, charge and spin) = 4.229 eV
Kohn-Sham gap (alpha / beta) = 4.88 / 4.60 eV
lowest unoccupied orbital energy (alpha / beta) = -2.9729 / -3.0637 eV
net charge = 0
HOMO level (alpha / beta) = -7.8512 / -7.6643 eV
largest force on an atom = 3.16 eV Å⁻¹


Record 2
A 2-piece molecular cluster, C2H3IN2O overall at a distorted geometry. Source: the Open Molecules 2025 dataset; level of theory: ωB97M-V/def2-TZVPD.

```
9
Properties=species:S:1:pos:R:3:forces:R:3:nbo_charge:R:1
C -0.005887 -0.098819 -0.178911 -0.42 0.47 0.35 -0.74
C 0.735269 -1.033688 -0.972498 0.17 -0.23 -0.26 0.29
N 1.385500 -1.774976 -1.551752 0.11 -0.35 -0.41 -0.33
H 0.584708 0.808779 -0.046760 -0.05 -0.01 0.02 0.26
H -0.941895 0.149396 -0.677457 -0.02 0.04 0.10 0.26
H -0.213184 -0.538625 0.797631 -0.05 0.08 -0.04 0.26
O 2.394068 -1.451853 1.476758 1.04 0.26 -1.05 -0.22
N 3.150764 -1.499203 0.591105 -1.21 -1.46 1.54 0.15
I 4.016734 0.323479 -0.087116 0.44 1.19 -0.26 0.06
```
Positions in Å, forces in eV/Å.

relative energy (zero: lowest compared OMol25 entry of this formula, charge and spin) = 2.569 eV
Kohn-Sham gap = 8.54 eV
lowest unoccupied orbital energy = -0.9588 eV
SMILES = CC#N.O=NI
net charge = 0
HOMO level = -9.4955 eV
largest force on an atom = 2.44 eV Å⁻¹